Molecular formula: C26H21F5N4S3SeSiTc
Method: DFT, the ωB97M-V functional and the def2-TZVPD basis

```
62
Properties=species:S:1:pos:R:3:mulliken_charge:R:1
Tc -0.9543 0.2800 -0.2462 0.0690
C -2.6316 4.9719 1.7462 -0.8374
S -3.3204 3.4760 2.4763 -0.0220
C -2.5413 2.1927 1.5902 0.4290
S -1.2700 2.5288 0.4590 -0.2009
N -3.0136 1.0195 1.9191 -1.5488
N -2.4142 0.0080 1.2322 1.0699
C -2.8473 -1.1889 1.3895 -0.9193
C -2.2304 -2.2393 0.5850 0.9868
C -2.6041 -3.5666 0.6883 -0.8684
C -1.9705 -4.5048 -0.1116 -0.3376
C -0.9738 -4.0909 -0.9768 -0.9399
C -0.6475 -2.7452 -1.0307 -0.3587
N -1.2708 -1.8426 -0.2808 0.4654
H -2.9256 5.7791 2.4144 0.3442
H -3.0459 5.1425 0.7558 0.3111
H -1.5470 4.9255 1.7007 0.2893
H -3.6532 -1.3915 2.0858 0.4607
H -3.3818 -3.8490 1.3841 0.4808
H -2.2510 -5.5478 -0.0555 0.4295
H -0.4503 -4.7905 -1.6118 0.4353
H 0.1217 -2.3649 -1.6884 0.5440
N 4.9662 -3.5522 6.8843 -0.4877
C 4.3337 -3.0338 6.0770 -0.0296
C 3.5355 -2.3940 5.0653 0.5632
C 4.0662 -2.1738 3.7965 -0.8573
C 3.2843 -1.5945 2.8158 -0.2713
C 1.9621 -1.2279 3.0848 0.8551
C 1.4479 -1.4352 4.3683 -0.4398
C 2.2255 -2.0154 5.3515 -0.7168
C 1.1329 -0.6787 2.0544 -0.0080
C 0.4291 -0.2093 1.1813 -0.1852
H 5.0867 -2.4627 3.5854 0.4426
H 3.6882 -1.4260 1.8269 0.4747
H 0.4313 -1.1345 4.5826 0.4969
H 1.8257 -2.1815 6.3424 0.4464
C 3.7309 0.5497 -0.4181 -0.2261
Si 2.6148 1.8247 -1.1756 0.4035
C 2.1746 3.1193 0.0745 -1.0045
C 3.2868 2.5546 -2.7447 -1.0731
Se 0.7261 0.7075 -1.9067 -0.3430
H 4.6662 1.0007 -0.0751 0.4602
H 3.9702 -0.2463 -1.1249 0.3832
H 3.2200 0.1115 0.4401 -0.6576
H 3.0714 3.6669 0.3781 0.4199
H 1.7429 2.6518 0.9606 0.2545
H 1.4542 3.8368 -0.3205 0.2839
H 4.2631 3.0171 -2.5826 0.3473
H 2.6032 3.3174 -3.1214 0.2627
H 3.3920 1.7877 -3.5136 0.3078
F -2.5885 0.5282 -7.4425 -0.2995
C -2.6823 0.4916 -6.1138 0.6632
C -1.9118 -0.3924 -5.3827 -0.2859
F -1.0744 -1.2225 -6.0094 -0.3071
C -2.0246 -0.4244 -4.0052 -0.2775
F -1.2903 -1.3427 -3.3539 -0.1081
C -2.8751 0.4177 -3.3013 0.6970
S -3.0730 0.4074 -1.5543 -0.2575
C -3.6384 1.2935 -4.0703 0.2124
F -4.4833 2.1431 -3.4820 -0.3202
C -3.5567 1.3329 -5.4502 0.1885
F -4.3103 2.1859 -6.1462 -0.2893
```

Largest force on an atom in hartree/bohr: 0.0106
<S²>: 3.787
E_HOMO (spin up / spin down) in eV: -8.12 / -8.03
2S+1: 4
DFT total energy in Eh: -5688.00725
HOMO-LUMO gap (spin up / spin down) in eV: 6.8 / 6.1